ORCA calculation (ωB97M-V/def2-TZVPD) on C4H6N2 in the gas phase at a distorted geometry.

Output
SMILES string = Nc1cc[nH]c1
E_HOMO = -8.102 eV
Energy = -7223.9365 eV
Multiplicity = 1
LUMO level = 1.04 eV
Frontier orbital gap = 9.14 eV
Net charge = 0
Relative energy (zero: lowest compared OMol25 entry of this formula, charge and spin) = 1.654 eV

Each line ends with the natural charge from an NBO analysis.
Positions of all 12 atoms, in Å:
N -2.01321 0.03036 -0.06511  -0.83
C -0.60252 -0.01240 -0.06220  0.01
C 0.14453 -1.19585 -0.16404  -0.27
C 1.48208 -0.93274 -0.06004  -0.11
N 1.53959 0.59170 0.18962  -0.55
C 0.25450 1.03504 0.08194  -0.06
H -2.33937 0.45212 -0.92314  0.36
H -2.34090 0.57441 0.72282  0.36
H -0.34568 -2.16274 -0.23800  0.23
H 2.08451 -1.78204 0.33123  0.23
H 2.18724 1.39973 0.12321  0.42
H -0.04544 2.08150 0.04238  0.20

Forces on the atoms, in the same order (eV/Å):
N -0.481 0.113 -0.106
C -0.087 0.137 -0.152
C -0.028 0.167 0.047
C -0.262 1.846 1.126
N -0.217 -1.428 -0.454
C -0.374 -0.351 -0.003
H -0.328 0.037 0.030
H -0.187 0.010 -0.158
H 0.437 0.070 0.069
H 0.641 1.603 -0.571
H 0.388 -2.009 -0.013
H 0.499 -0.194 0.185